1.
Density functional theory data (wB97M-V/def2-TZVPD) for C17H35F2IInO4S2 as an isolated structure.

```
! RIJCOSX wB97M-V def2-TZVPD def2/J DEFGRID3
* xyz -1 1
C -2.0763 0.2246 4.0865
C -1.6765 -0.4750 2.7815
In -1.0780 1.0223 1.2600
C 0.1760 0.0355 -0.3276
C 1.6797 0.2483 -0.3355
C 2.4635 -0.7023 -1.2300
I 2.1228 2.2795 -0.9734
C -2.9344 1.7761 0.2849
C -4.1675 1.7957 1.1617
F -2.7841 3.0992 -0.2563
C 0.1258 2.5757 2.3132
C 1.2294 1.9992 3.2026
F -0.7130 3.3834 3.1641
H -1.1955 0.6000 4.6163
H -2.7117 1.0975 3.9103
H -2.6129 -0.4370 4.7775
H -0.8989 -1.2177 2.9947
H -2.5430 -1.0186 2.3895
H -0.2193 0.2480 -1.3282
H 0.0357 -1.0468 -0.1716
H 2.0846 0.2232 0.6773
H 2.4036 -1.7069 -0.7969
H 2.0244 -0.7420 -2.2296
H 3.5175 -0.4365 -1.3322
H -3.1375 1.1506 -0.5946
H -4.0227 2.4294 2.0406
H -5.0540 2.1603 0.6260
H -4.3743 0.7809 1.5162
H 0.5614 3.2977 1.6196
H 0.9037 2.0689 4.2436
H 2.1812 2.5359 3.1168
H 1.4264 0.9397 3.0095
C 4.8264 4.1379 -6.4922
C 4.3564 4.3719 -5.0510
C 3.6453 3.0997 -4.5827
S 4.4055 1.7465 -5.4968
O 3.4246 1.1621 -6.3786
O 5.1819 0.8991 -4.6300
C 5.5003 2.7731 -6.4867
H 5.5082 4.9183 -6.8297
H 3.9698 4.1238 -7.1697
H 5.2204 4.5680 -4.4125
H 3.6916 5.2315 -4.9764
H 3.7510 2.9062 -3.5180
H 2.5886 3.0943 -4.8437
H 5.5983 2.3008 -7.4614
H 6.4641 2.7952 -5.9781
C -3.6750 -6.3168 2.5400
C -2.3266 -5.7654 2.0475
C -2.4690 -4.2463 1.9141
S -3.7010 -3.7675 3.1338
O -4.8592 -3.2569 2.4433
O -3.1058 -3.0345 4.2144
C -4.0860 -5.4255 3.7070
H -3.5975 -7.3618 2.8397
H -4.4198 -6.2497 1.7439
H -1.5496 -6.0016 2.7777
H -2.0320 -6.2106 1.0979
H -1.5661 -3.6795 2.1303
H -2.8654 -3.9445 0.9466
H -5.1419 -5.4501 3.9646
H -3.4736 -5.6066 4.5900
*
```

***

2.
Density functional theory data (wB97M-V/def2-TZVPD) for C17H35GeN2O3RhTe as an isolated structure.

```
! RIJCOSX wB97M-V def2-TZVPD def2/J DEFGRID3
* xyz 1 2
Rh -0.5685 -0.1787 -0.4595
C -3.8525 -1.1626 1.3763
C -2.4353 -0.9737 1.8910
C -1.6156 -2.2519 1.7178
C -2.4512 -0.5667 3.3579
O -1.8528 0.1137 1.1326
Ge -0.6515 1.4799 1.8605
O 0.6735 0.2264 1.2922
C 2.0781 0.2088 1.6161
C 2.5160 -1.2470 1.6636
C 2.2622 0.8601 2.9784
C 2.8551 0.9766 0.5522
O -0.6306 1.8601 -0.0780
C -1.2892 2.9665 -0.7390
C -0.3298 3.5289 -1.7711
C -2.5812 2.5135 -1.3971
C -1.5888 4.0086 0.3338
H -4.3496 -1.9726 1.9115
H -4.4299 -0.2483 1.5116
H -3.8437 -1.4182 0.3120
H -2.0119 -3.0377 2.3632
H -1.6746 -2.6113 0.6880
H -0.5730 -2.0751 1.9865
H -2.9659 -1.3262 3.9464
H -1.4368 -0.4718 3.7537
H -2.9784 0.3798 3.4922
H 1.9859 -1.7837 2.4525
H 2.3215 -1.7292 0.7053
H 3.5863 -1.3140 1.8634
H 1.6272 0.3795 3.7260
H 3.2983 0.7623 3.3015
H 2.0240 1.9260 2.9435
H 2.8669 0.4253 -0.3870
H 2.3960 1.9529 0.3831
H 3.8868 1.1299 0.8702
H -0.0699 2.7579 -2.4944
H -0.7928 4.3558 -2.3108
H 0.5812 3.8909 -1.2922
H -2.3769 1.8839 -2.2648
H -3.2021 1.9608 -0.6895
H -3.1410 3.3829 -1.7452
H -0.6784 4.3031 0.8587
H -2.0112 4.8990 -0.1306
H -2.3167 3.6325 1.0560
Te -2.1083 -0.9623 -2.1650
C 1.9417 -4.5893 -2.6109
C 1.7199 -3.1182 -2.5090
C 2.1394 -2.0704 -3.2955
C 1.6344 -0.9037 -2.6911
N 0.9642 -1.2180 -1.5883
N 0.9943 -2.5694 -1.5124
C 1.7489 0.5066 -3.1500
H 2.7907 -4.7927 -3.2579
H 1.0661 -5.0823 -3.0342
H 2.1409 -5.0283 -1.6334
H 2.7442 -2.1338 -4.1839
H 0.6403 -3.0319 -0.6912
H 2.7391 0.6972 -3.5609
H 1.5683 1.1855 -2.3220
H 1.0166 0.7139 -3.9329
*
```

The value obtained for the energy above the lowest of the compared OMol25 structures with the same formula, charge and spin is 0.0 kJ/mol.

***

3.
Density functional theory data (wB97M-V/def2-TZVPD) for C17H35N2O4ReS4SbSi as an isolated structure.

```
! RIJCOSX wB97M-V def2-TZVPD def2/J DEFGRID3
* xyz 1 1
Re -0.7362 0.1024 0.5632
S 0.2058 -2.5229 3.8795
Sb 2.4995 -1.9214 3.6453
S 2.4763 -0.4846 1.6926
S 0.9506 -1.3708 0.5714
S 1.4738 -3.9090 2.8542
C -2.5383 -5.0064 -0.7998
N -2.3894 -3.5652 -0.8721
C -2.8933 -2.7481 -1.8446
C -2.5031 -1.4823 -1.5331
N -1.7579 -1.5258 -0.3855
C -1.7009 -2.8068 -0.0172
H -3.5954 -5.2632 -0.7688
H -2.0559 -5.3573 0.1089
H -2.0642 -5.4669 -1.6637
H -3.4824 -3.1315 -2.6557
H -2.7074 -0.5582 -2.0371
H -1.1738 -3.1933 0.8412
C -1.9829 3.7250 -4.0374
C -1.7198 2.7692 -2.8797
C -3.0217 2.3947 -2.1839
C -0.9559 1.5403 -3.3590
O -0.9286 3.4984 -1.9354
Si 0.1967 3.1466 -0.8517
O -0.2328 1.6565 -0.1457
O 1.6337 2.8082 -1.4776
C 2.9625 3.3524 -1.3245
C 2.9638 4.7739 -1.8656
C 3.8629 2.4413 -2.1501
C 3.3548 3.3120 0.1450
O 0.2590 4.2842 0.2687
C -0.5020 4.6491 1.4320
C -0.0361 3.7895 2.5992
C -1.9846 4.4541 1.1416
C -0.1906 6.1185 1.6851
H -2.6287 3.2620 -4.7832
H -1.0458 4.0013 -4.5169
H -2.4646 4.6303 -3.6732
H -3.6769 1.8593 -2.8718
H -3.5424 3.2861 -1.8421
H -2.8239 1.7558 -1.3169
H -1.5047 1.0444 -4.1612
H -0.8113 0.8165 -2.5535
H 0.0242 1.8244 -3.7376
H 2.7066 4.7798 -2.9232
H 3.9490 5.2244 -1.7499
H 2.2475 5.3897 -1.3235
H 3.5535 2.4473 -3.1938
H 3.8058 1.4196 -1.7775
H 4.8974 2.7745 -2.0950
H 2.7620 4.0117 0.7312
H 4.4051 3.5791 0.2543
H 3.2138 2.3080 0.5449
H -0.2678 2.7353 2.4404
H -0.5216 4.1102 3.5196
H 1.0408 3.8827 2.7313
H -2.5823 4.7148 2.0142
H -2.2020 3.4165 0.8792
H -2.2973 5.0786 0.3069
H 0.8638 6.2485 1.9231
H -0.7821 6.4958 2.5178
H -0.4216 6.7088 0.8005
C -1.7533 0.2453 2.0412
H -1.9980 -0.4471 2.8447
H -2.1918 1.2497 2.1111
*
```

The value obtained for the energy above the lowest of the compared OMol25 structures with the same formula, charge and spin is 0.0 kJ/mol.

***

4.
Density functional theory data (wB97M-V/def2-TZVPD) for a 3-piece molecular cluster, C17H35NO8Si overall.

```
! RIJCOSX wB97M-V def2-TZVPD def2/J DEFGRID3
* xyz 0 1
C -1.5458 1.5678 -1.0611
Si 0.0661 2.4521 -1.6743
C -0.1228 2.6431 -3.5673
C 0.0328 4.2061 -0.9196
O 1.3867 1.4616 -1.1663
C 2.6651 1.9668 -1.6134
C 3.3886 1.0184 -2.6978
C 2.4010 0.0218 -3.4522
C 2.6539 -1.5798 -3.3004
C 1.6359 -2.0434 -4.4934
N 1.4746 -0.8810 -5.4681
C 2.5611 0.0661 -5.0665
O 3.3817 0.6708 -5.7637
H -1.5124 1.4934 0.0863
H -2.4491 2.1454 -1.4364
H -1.4755 0.5059 -1.4699
H 0.8596 2.5509 -4.1312
H -0.9299 1.9269 -3.9595
H -0.5343 3.6977 -3.7829
H -1.0276 4.6162 -1.1129
H 0.1484 4.2227 0.2252
H 0.7399 4.9394 -1.4367
H 2.6269 3.0625 -1.9559
H 3.3570 1.9685 -0.6915
H 3.8387 1.7230 -3.4817
H 4.2580 0.4297 -2.2648
H 1.2829 0.0777 -3.2721
H 3.7244 -1.9420 -3.5013
H 2.1625 -1.9280 -2.3316
H 1.9665 -2.8927 -5.1671
H 0.5707 -2.1350 -4.0892
H 0.5643 -0.4208 -5.3005
C 0.7567 -5.5194 3.3075
C 1.4812 -5.6055 1.9772
O 1.2828 -4.4220 1.1937
C 1.9572 -3.3353 1.5980
O 2.7113 -3.2775 2.5382
O 1.6383 -2.3181 0.7848
C 2.2118 -1.0690 1.1720
H -0.3042 -5.3071 3.1533
H 0.8562 -6.4549 3.8616
H 1.1545 -4.7133 3.9270
H 1.0690 -6.4344 1.3972
H 2.5485 -5.8030 2.1078
H 3.2967 -1.1428 1.2665
H 1.7659 -0.7299 2.1093
H 1.9812 -0.3376 0.3940
C -3.3229 -0.0271 2.2647
C -2.5418 0.8847 3.1921
O -3.3059 2.0403 3.5589
C -4.2924 1.8304 4.4426
O -4.5744 0.7742 4.9536
O -4.9225 2.9951 4.6513
C -6.0659 2.8865 5.4975
H -3.6714 0.5246 1.3879
H -2.7041 -0.8645 1.9357
H -4.2093 -0.4325 2.7564
H -1.6544 1.2520 2.6707
H -2.1954 0.3565 4.0844
H -5.8096 2.4259 6.4530
H -6.8490 2.3169 4.9934
H -6.4379 3.8948 5.6876
*
```

As for the SMILES: C[Si](C)(C)OCC[C@@H]1CCNC1=O.CCOC(=O)OC.CCOC(=O)OC.

***

5.
Density functional theory data (wB97M-V/def2-TZVPD) for C17H36BBr2N5OP2SiTa as an isolated structure.

```
! RIJCOSX wB97M-V def2-TZVPD def2/J DEFGRID3
* xyz 3 1
Ta 0.2359 -0.3530 0.0428
Br 2.6567 -0.9388 1.8698
C 2.7630 -2.8782 1.7177
Br 2.1822 -3.4357 -0.0249
H 2.1098 -3.3041 2.4705
H 3.8036 -3.1483 1.8477
C 3.6050 -1.0216 -2.0760
P 2.4287 0.2091 -1.4712
C 3.4321 1.4368 -0.5900
C 1.8665 1.0724 -2.9746
C 0.8820 2.1726 -2.6115
P -0.5700 1.4613 -1.7753
C -1.6303 0.8480 -3.1060
C -1.4487 2.8655 -1.0669
H 4.2807 -0.4965 -2.7553
H 3.1197 -1.8293 -2.6175
H 4.1828 -1.4429 -1.2561
H 4.0297 1.9829 -1.3229
H 4.1044 0.9348 0.1035
H 2.8155 2.1401 -0.0316
H 1.4228 0.3344 -3.6496
H 2.7469 1.4737 -3.4821
H 0.5465 2.7220 -3.4942
H 1.3329 2.9056 -1.9373
H -1.7961 1.6581 -3.8186
H -2.6000 0.5487 -2.7091
H -1.1754 0.0072 -3.6285
H -1.6486 3.5814 -1.8670
H -0.8408 3.3459 -0.3034
H -2.3989 2.5598 -0.6318
N -2.1762 -2.9802 -2.4100
C -1.0217 -3.3986 -3.0334
C -0.0207 -2.6308 -2.5325
N -0.5458 -1.7547 -1.5989
C -1.8517 -2.0015 -1.5596
C -2.6335 -1.1944 -0.6501
N -1.9746 -0.2858 0.0617
C -2.9078 0.3445 0.8621
C -4.1293 -0.1931 0.6078
N -3.9373 -1.1585 -0.3530
H -3.0926 -3.3759 -2.5694
H -1.0218 -4.1890 -3.7655
H 1.0244 -2.6579 -2.7828
H -2.6438 1.1032 1.5764
H -5.1006 0.0126 1.0257
H -4.6684 -1.7425 -0.7351
B -1.1622 -3.5905 3.1183
C -0.6884 -2.5980 2.0804
N -0.2924 -1.8386 1.2737
H -0.7096 -3.1817 4.1645
H -2.3718 -3.5617 3.0546
H -0.6824 -4.6447 2.7572
C -0.4838 0.6858 3.8521
Si 0.1857 1.9752 2.7205
C -0.9712 3.3820 2.4420
C 1.8891 2.5481 3.1015
O 0.3635 1.0727 1.1428
H -0.7908 1.1578 4.7898
H 0.2567 -0.0762 4.1033
H -1.3649 0.1767 3.4537
H -1.1649 3.8085 3.4327
H -1.9431 3.1161 2.0259
H -0.5407 4.1847 1.8409
H 1.8555 3.0533 4.0729
H 2.2597 3.2788 2.3797
H 2.6185 1.7425 3.1998
*
```

The value obtained for the energy above the lowest of the compared OMol25 structures with the same formula, charge and spin is 23.8 kJ/mol.

***

6.
Density functional theory data (wB97M-V/def2-TZVPD) for a 2-piece molecular cluster, C17H36BFN2O3 overall.

```
! RIJCOSX wB97M-V def2-TZVPD def2/J DEFGRID3
* xyz 0 1
C 4.0703 -4.9296 1.5441
C 4.0691 -4.4768 0.2119
N 4.1687 -3.0125 -0.1554
F 3.9379 -2.9835 -1.5198
C 3.1532 -2.1547 0.5308
C 1.7229 -2.9071 0.3838
C 0.5722 -1.7783 0.3538
C 0.2206 -1.2391 1.8153
C -0.7897 -2.4143 -0.2239
C 5.6047 -2.6223 0.0487
B 5.8656 -1.0985 0.5445
O 6.2205 0.0101 -0.2726
O 5.7670 -0.8534 1.9744
H 4.5010 -4.3656 2.4177
H 3.5446 -5.9068 1.7815
H 4.0433 -5.2500 -0.6030
H 3.3071 -2.0538 1.6490
H 2.9791 -1.1497 0.0148
H 1.6220 -3.4665 -0.5924
H 1.5674 -3.5857 1.2711
H 0.8937 -0.8887 -0.2881
H -0.4143 -1.9941 2.3889
H -0.4232 -0.2989 1.7056
H 1.1350 -0.9324 2.4107
H -0.9039 -2.2273 -1.3378
H -0.7702 -3.5379 -0.0478
H -1.6623 -1.9194 0.2956
H 6.1786 -3.3400 0.7253
H 6.1141 -2.7260 -0.9718
H 5.4871 0.6614 -0.2102
H 6.5763 -1.2129 2.3987
C -1.8951 3.4875 -2.4862
C -1.9072 3.1152 -0.9901
C -2.7367 4.1542 -0.2061
C -4.2433 4.0915 -0.4381
C -4.7430 2.6979 -0.8148
C -3.8247 1.5393 -0.3724
N -2.4943 1.7664 -0.9356
O -1.5940 0.7683 -0.6186
C -4.4134 0.2587 -0.9953
C -3.8741 1.3927 1.1606
C -0.4622 3.2500 -0.4716
H -1.2816 2.7872 -3.0584
H -1.4830 4.4926 -2.6457
H -2.8980 3.4732 -2.9185
H -2.5504 4.0286 0.8658
H -2.3874 5.1686 -0.4376
H -4.7527 4.4367 0.4680
H -4.5287 4.7965 -1.2255
H -5.7541 2.5609 -0.4153
H -4.8584 2.6617 -1.9039
H -4.3571 0.2935 -2.0871
H -5.4685 0.1410 -0.7228
H -3.8891 -0.6393 -0.6583
H -4.9031 1.2167 1.4957
H -3.5134 2.2802 1.6862
H -3.2787 0.5426 1.5033
H -0.1006 4.2759 -0.6047
H 0.2304 2.6004 -1.0111
H -0.3960 3.0160 0.5948
*
```

***

7.
Density functional theory data (wB97M-V/def2-TZVPD) for a 4-piece molecular cluster, C17H36BINO17P2 overall.

```
! RIJCOSX wB97M-V def2-TZVPD def2/J DEFGRID3
* xyz -1 1
C -1.3900 2.4662 -0.7622
B -0.4565 1.8449 0.4192
O -0.5621 2.3898 1.7790
P 0.8548 0.4114 0.1443
C 2.1575 -0.9143 -0.3151
C 2.4846 -1.0301 -1.8734
O 1.6845 -1.4477 -2.7508
I 4.4850 -0.4918 -2.6634
N 1.8771 1.4120 1.2379
C 2.2729 0.7197 2.4984
C 2.9978 2.0603 0.5627
C 4.5386 1.6576 0.6692
O 2.7237 3.0834 -0.1521
O 0.2468 -0.6346 1.4240
C -0.7286 -1.6212 0.9782
C -1.3956 -0.9643 -0.3752
P -2.1931 -2.3737 -1.3792
O -3.6086 -2.5874 -0.7346
O -2.5082 -1.9264 -3.0170
O -1.3805 -3.8621 -1.2321
O -0.3743 -0.1779 -0.9980
H -0.8795 2.3035 -1.7732
H -1.4909 3.6044 -0.6116
H -2.4401 1.9849 -0.7169
H -0.3463 3.3505 1.6574
H 1.3596 1.0894 -1.0508
H 3.1684 -0.7054 0.2103
H 1.8546 -1.9692 0.0584
H 3.1435 1.3306 2.9628
H 1.4395 0.7581 3.2974
H 2.6722 -0.3425 2.3721
H 5.0379 1.4042 -0.3217
H 5.0913 2.5908 1.0750
H 4.7546 0.8300 1.4477
H -0.1890 -2.6105 0.7170
H -1.4618 -1.9451 1.7901
H -2.3407 -0.4250 0.0218
H -2.0359 -2.6179 -3.5510
H -2.0613 -4.4966 -0.8876
C -2.3836 2.8157 4.8997
O -2.8013 4.0523 5.4829
C -2.9200 5.0636 4.6077
O -2.7093 5.0049 3.4224
O -3.3161 6.1570 5.2859
C -3.4839 7.3170 4.4748
H -2.3223 2.0743 5.6975
H -3.1126 2.4707 4.1636
H -1.3955 2.9166 4.4459
H -4.2570 7.1518 3.7210
H -2.5392 7.5984 4.0042
H -3.8033 8.1339 5.1235
C -8.4946 0.1886 -5.5535
O -7.6537 0.4505 -4.4338
C -7.0871 -0.6488 -3.9004
O -7.2383 -1.7823 -4.2896
O -6.3286 -0.2641 -2.8651
C -5.6576 -1.3371 -2.1940
H -8.8952 1.1422 -5.8999
H -7.9231 -0.2626 -6.3678
H -9.3305 -0.4535 -5.2661
H -4.9741 -1.8499 -2.8711
H -6.3822 -2.0382 -1.7737
H -5.0775 -0.9139 -1.3760
C 5.9157 -5.8484 -1.3923
O 6.4210 -4.6423 -0.8236
C 7.7589 -4.5969 -0.7254
O 8.5260 -5.4644 -1.0684
O 8.0958 -3.4168 -0.1784
C 9.4990 -3.2286 -0.0127
H 4.8283 -5.7726 -1.4217
H 6.2811 -5.9756 -2.4137
H 6.1857 -6.7083 -0.7750
H 10.0078 -3.2512 -0.9790
H 9.9127 -3.9838 0.6596
H 9.6528 -2.2462 0.4353
*
```

***

What are the total energy values for these records? In order: -2453.57872; -3459.27575; -3280.03543; -1614.91971; -7219.76647; -1128.96805; -3008.52579 Ha.